C24H33MnN6S2Si2 | wB97M-V/def2-TZVPD

```
! RIJCOSX wB97M-V def2-TZVPD def2/J DEFGRID3
* xyz 1 2
Mn -0.16 0.25 -0.46
C 2.05 -4.65 -3.04
H -2.86 3.49 0.90
C -1.39 0.75 5.58
C 0.52 -3.53 -1.40
H 2.53 -3.96 -1.04
C 1.61 -0.99 1.65
N -2.88 -2.00 -1.49
H -3.88 -0.42 0.88
C -1.11 -2.44 1.96
C 0.27 0.25 -4.49
H 1.50 -5.39 -1.08
C 1.63 2.57 0.86
Si -1.97 1.22 0.98
N 1.33 2.14 2.11
C -2.33 1.68 5.16
H -1.22 0.61 6.64
H -0.49 0.45 -5.23
H 2.84 -0.44 -1.73
H 0.43 1.73 2.32
S -1.49 0.93 -2.35
C -2.56 1.87 3.80
C -1.61 -2.41 -1.40
C 1.70 -4.43 -1.57
H 1.82 2.54 2.89
C 1.55 -0.16 -4.84
H -3.30 2.61 3.49
H -0.75 -3.19 1.26
H -3.82 0.59 -0.60
C 0.00 0.41 -3.14
N -0.63 -1.69 -0.92
N 0.93 0.17 -2.20
C 2.91 4.09 -0.49
H 1.81 -1.88 1.06
H -4.41 1.25 0.91
H 2.13 4.29 -2.50
H 1.99 -1.14 2.66
H -3.58 -2.58 -1.90
C 2.15 -0.25 -2.54
C -3.66 0.57 0.49
H 1.23 -5.13 -3.58
H 2.27 -3.70 -3.53
H -1.10 3.57 1.03
H 3.29 3.74 1.59
H -2.88 2.26 5.89
C -0.68 0.00 4.66
C 2.05 3.79 -1.55
C 2.69 3.49 0.72
C -0.91 0.19 3.30
H 0.04 -0.73 5.00
C 2.51 -0.41 -3.86
H -3.09 -1.03 -1.31
H 3.70 4.82 -0.61
H -2.19 -2.32 1.85
Si -0.26 -0.77 1.83
C -1.92 3.05 0.54
H 2.93 -5.29 -3.13
S -1.09 -3.99 -1.90
H 0.42 2.57 -2.15
H 2.15 -0.15 1.22
C -1.85 1.14 2.86
H 1.80 -0.29 -5.89
H -0.93 -2.81 2.98
H 3.51 -0.72 -4.13
C 1.10 2.83 -1.36
H -1.86 3.23 -0.53
N 0.58 -2.34 -0.93
N 0.91 2.14 -0.20
*
```

Computed properties:
<S²>: 1.0805
M (g mol⁻¹): 580.81
ΔE to the lowest compared entry with this formula, charge and spin (kcal per mole): 0.0
Energy (hartree): -3789.105885
HOMO level (spin up / spin down) (eV): -10.7 / -10.7

Need the Löwdin charges? In units of e they are: atom 1 (Mn): 0.2914, atom 2 (C): -0.0864, atom 3 (H): 0.0422, atom 4 (C): -0.0694, atom 5 (C): -0.5800, atom 6 (H): 0.1162, atom 7 (C): -0.1727, atom 8 (N): 0.1426, atom 9 (H): 0.0324, atom 10 (C): -0.1664, atom 11 (C): -0.0568, atom 12 (H): 0.1164, atom 13 (C): -0.3611, atom 14 (Si): 0.5283, atom 15 (N): 0.1698, atom 16 (C): -0.0658, atom 17 (H): 0.1085, atom 18 (H): 0.1138, atom 19 (H): 0.1218, atom 20 (H): 0.0365, atom 21 (S): 0.7201, atom 22 (C): -0.0699, atom 23 (C): -0.6754, atom 24 (C): -0.2262, atom 25 (H): 0.1212, atom 26 (C): -0.0465, atom 27 (H): 0.1087, atom 28 (H): 0.0173, atom 29 (H): 0.0035, atom 30 (C): -0.6905, atom 31 (N): -0.1400, atom 32 (N): -0.0970, atom 33 (C): -0.0461, atom 34 (H): 0.0112, atom 35 (H): 0.0439, atom 36 (H): 0.1121, atom 37 (H): 0.0512, atom 38 (H): 0.1160, atom 39 (C): -0.1116, atom 40 (C): -0.2018, atom 41 (H): 0.0717, atom 42 (H): 0.0705, atom 43 (H): 0.0307, atom 44 (H): 0.1176, atom 45 (H): 0.1091, atom 46 (C): -0.0783, atom 47 (C): -0.0494, atom 48 (C): -0.0087, atom 49 (C): -0.3448, atom 50 (H): 0.1078, atom 51 (C): -0.0560, atom 52 (H): 0.0278, atom 53 (H): 0.1184, atom 54 (H): 0.0397, atom 55 (Si): 0.5899, atom 56 (C): -0.1917, atom 57 (H): 0.0811, atom 58 (S): 1.1517, atom 59 (H): 0.0609, atom 60 (H): 0.0155, atom 61 (C): -0.3240, atom 62 (H): 0.1159, atom 63 (H): 0.0461, atom 64 (H): 0.1091, atom 65 (C): -0.1421, atom 66 (H): 0.0112, atom 67 (N): 0.0200, atom 68 (N): 0.0389

C24H33N2O5PS2TeW | wB97M-V/def2-TZVPD

```
! RIJCOSX wB97M-V def2-TZVPD def2/J DEFGRID3
* xyz 0 1
O -1.42 -1.84 -4.34
H -2.62 -2.70 -0.55
C -1.13 -2.98 -3.50
H 7.18 -0.24 1.63
C -0.59 3.76 0.53
W -0.13 0.69 -1.37
H -2.07 0.03 3.53
C -3.42 -2.18 1.38
H -3.56 2.03 0.96
C 4.76 0.94 1.91
H 1.03 -2.94 -3.53
C -1.24 -0.45 1.59
C 0.48 0.68 3.11
C -2.18 -0.56 2.63
H -3.98 -1.46 3.33
H -3.73 1.14 -1.01
H 3.51 -3.54 1.74
C 4.04 -1.47 1.85
C -3.26 -1.40 2.53
C -1.83 3.00 0.07
C 4.32 -2.82 1.73
N 1.89 1.36 1.03
C 6.37 -0.97 1.66
H 1.53 0.39 3.20
H -1.95 4.13 -1.78
O -1.44 1.76 -0.59
H -2.14 2.09 2.01
C -4.11 0.48 -1.78
H -3.00 4.71 -0.48
C 2.73 1.14 0.07
C 5.06 -0.52 1.82
H 3.92 1.15 2.57
H -3.44 3.26 -1.38
S 2.36 0.42 -1.43
S 4.40 1.69 0.28
C -3.25 0.52 -3.02
C 5.63 -3.25 1.58
C -2.52 -2.11 0.34
H -3.64 -0.20 -3.75
O -0.59 -1.15 -0.61
C 0.21 -3.58 -3.86
O 0.26 -0.55 -2.96
H 7.68 -2.65 1.43
H 5.85 -4.30 1.48
H 0.32 -4.55 -3.39
H -5.12 0.78 -2.04
H -1.94 -3.68 -3.69
H -3.08 3.55 1.71
C -1.43 -1.22 0.42
C -2.71 2.63 1.26
H -4.15 -0.53 -1.37
H -1.16 -2.66 -2.46
H -0.91 4.67 1.04
H -0.09 0.17 3.88
H -3.23 1.51 -3.49
O -1.90 0.11 -2.73
Te 0.48 2.69 -2.94
H 5.62 1.50 2.28
H 0.03 4.04 -0.32
H 0.29 -3.72 -4.94
H -4.27 -2.85 1.31
C -2.60 3.82 -0.96
H 0.45 1.76 3.27
P -0.89 -0.36 -4.04
C -0.03 0.36 1.73
H 0.02 3.17 1.21
C 6.65 -2.32 1.55
N 0.67 0.76 0.70
H 3.02 -1.14 1.96
*
```

Computed properties:
M (g mol⁻¹): 836.09
ΔE to the lowest compared entry with this formula, charge and spin (kcal per mole): 42.1
Energy (hartree): -2892.983340
HOMO level (spin up / spin down) (eV): -7.0 / -7.0

Need the Löwdin charges? In units of e they are: atom 1 (O): -0.3248, atom 2 (H): 0.1151, atom 3 (C): -0.2725, atom 4 (H): 0.1127, atom 5 (C): -0.0470, atom 6 (W): 1.2994, atom 7 (H): 0.1082, atom 8 (C): -0.0680, atom 9 (H): 0.0848, atom 10 (C): -0.4197, atom 11 (H): 0.0695, atom 12 (C): -0.1198, atom 13 (C): -0.0008, atom 14 (C): -0.0480, atom 15 (H): 0.1025, atom 16 (H): 0.0344, atom 17 (H): 0.1041, atom 18 (C): -0.0452, atom 19 (C): -0.0811, atom 20 (C): -0.6321, atom 21 (C): -0.0765, atom 22 (N): -0.0479, atom 23 (C): -0.0496, atom 24 (H): 0.0717, atom 25 (H): 0.0296, atom 26 (O): -0.4278, atom 27 (H): 0.0656, atom 28 (C): -0.0578, atom 29 (H): 0.0939, atom 30 (C): -1.0949, atom 31 (C): -0.2950, atom 32 (H): 0.0682, atom 33 (H): 0.0761, atom 34 (S): 0.5812, atom 35 (S): 0.9086, atom 36 (C): -0.2624, atom 37 (C): -0.0916, atom 38 (C): -0.0106, atom 39 (H): 0.1142, atom 40 (O): -0.2354, atom 41 (C): -0.0741, atom 42 (O): -0.7062, atom 43 (H): 0.1021, atom 44 (H): 0.1006, atom 45 (H): 0.0783, atom 46 (H): 0.0890, atom 47 (H): 0.1165, atom 48 (H): 0.0963, atom 49 (C): -0.3223, atom 50 (C): -0.0125, atom 51 (H): 0.0743, atom 52 (H): 0.0836, atom 53 (H): 0.0956, atom 54 (H): 0.0715, atom 55 (H): 0.1185, atom 56 (O): -0.5062, atom 57 (Te): 0.4565, atom 58 (H): 0.0763, atom 59 (H): 0.0281, atom 60 (H): 0.0807, atom 61 (H): 0.1079, atom 62 (C): -0.0377, atom 63 (H): 0.0980, atom 64 (P): 0.7445, atom 65 (C): -0.2363, atom 66 (H): 0.0598, atom 67 (C): -0.0823, atom 68 (N): -0.1279, atom 69 (H): 0.0961

C24H33N2ORuSSi | wB97M-V/def2-TZVPD

```
! RIJCOSX wB97M-V def2-TZVPD def2/J DEFGRID3
* xyz 2 2
C -2.67 7.36 -0.15
C -1.68 -1.33 1.73
N 1.63 -0.39 -0.32
Si 1.63 3.16 1.34
C 3.00 3.24 2.59
H -0.53 4.36 1.44
H 0.28 -2.35 -1.29
H 1.70 -3.40 -1.10
H 3.85 -1.82 -2.32
H 1.76 -0.84 3.41
H -2.37 0.23 3.05
C -0.63 -2.14 1.33
C -3.38 5.11 0.74
H -3.93 3.16 1.44
H 0.69 0.55 5.14
C -3.30 0.97 -1.87
H 0.13 4.11 3.05
H 1.38 -2.62 -2.64
H -3.96 5.63 1.49
H -2.24 7.79 -1.04
C -2.65 5.86 -0.19
N 1.46 1.43 0.86
C 4.13 0.05 -1.30
H 2.83 2.53 3.40
C -0.02 3.64 2.08
H -1.03 0.95 5.05
H -2.11 7.72 0.71
H -3.69 7.73 -0.05
C -0.12 0.84 4.47
C 0.79 -0.99 2.95
C 1.98 4.09 -0.23
H -1.29 3.28 -1.95
C 3.42 -1.09 -1.65
C -3.36 3.73 0.72
H -0.75 -2.89 0.57
C -0.30 -0.17 3.38
C 3.57 1.00 -0.46
H -2.68 1.44 -2.62
H -1.34 5.75 -1.88
Ru 0.09 0.04 0.96
H -4.31 1.37 -1.89
C 2.30 0.73 0.02
C -1.90 5.18 -1.15
H 0.12 1.82 4.05
H 1.33 3.76 -1.04
H -0.69 2.79 2.21
H 3.06 4.23 3.03
H 3.02 4.01 -0.55
C -1.52 -0.38 2.76
C -2.61 3.08 -0.26
C -1.88 3.80 -1.20
H -2.65 -1.43 1.24
C 2.14 -1.30 -1.16
H 3.98 3.03 2.15
H 1.48 -2.55 1.70
H 4.10 1.90 -0.18
O -1.15 0.88 -0.45
S -2.62 1.33 -0.26
H 1.78 5.15 -0.06
C 1.32 -2.48 -1.56
C 0.62 -1.96 1.98
H -3.31 -0.11 -1.99
H 5.13 0.20 -1.70
*
```

Computed properties:
<S²>: 0.7647
M (g mol⁻¹): 526.76
ΔE to the lowest compared entry with this formula, charge and spin (kcal per mole): 17.1
Energy (hartree): -1901.169253
HOMO level (spin up / spin down) (eV): -14.3 / -14.3

Need the Löwdin charges? In units of e they are: atom 1 (C): -0.0241, atom 2 (C): -0.1154, atom 3 (N): 0.0262, atom 4 (Si): 0.4604, atom 5 (C): -0.1533, atom 6 (H): 0.0260, atom 7 (H): 0.0611, atom 8 (H): 0.1033, atom 9 (H): 0.1332, atom 10 (H): 0.1421, atom 11 (H): 0.1373, atom 12 (C): -0.1172, atom 13 (C): -0.0169, atom 14 (H): 0.1159, atom 15 (H): 0.1019, atom 16 (C): -0.1952, atom 17 (H): 0.0508, atom 18 (H): 0.1020, atom 19 (H): 0.1307, atom 20 (H): 0.0858, atom 21 (C): -0.2426, atom 22 (N): -0.0995, atom 23 (C): -0.0044, atom 24 (H): 0.0328, atom 25 (C): -0.1497, atom 26 (H): 0.1046, atom 27 (H): 0.0962, atom 28 (H): 0.0951, atom 29 (C): 0.0005, atom 30 (C): -0.0667, atom 31 (C): -0.1470, atom 32 (H): 0.1173, atom 33 (C): 0.0124, atom 34 (C): -0.0786, atom 35 (H): 0.1226, atom 36 (C): -0.2827, atom 37 (C): 0.0222, atom 38 (H): 0.0708, atom 39 (H): 0.1266, atom 40 (Ru): 1.2483, atom 41 (H): 0.0825, atom 42 (C): -0.3743, atom 43 (C): -0.0148, atom 44 (H): 0.0658, atom 45 (H): 0.0348, atom 46 (H): 0.0060, atom 47 (H): 0.0505, atom 48 (H): 0.0358, atom 49 (C): -0.0669, atom 50 (C): -0.4346, atom 51 (C): -0.0698, atom 52 (H): 0.1294, atom 53 (C): -0.2718, atom 54 (H): 0.0363, atom 55 (H): 0.1380, atom 56 (H): 0.1133, atom 57 (O): -0.6341, atom 58 (S): 0.9990, atom 59 (H): 0.0505, atom 60 (C): -0.0034, atom 61 (C): -0.1031, atom 62 (H): 0.0670, atom 63 (H): 0.1306